{
  "formula": "C21H23N4O8ReS",
  "method": "wB97M-V/def2-TZVPD",
  "s_squared": 3.770,
  "largest_force_ha_per_bohr": 0.0034,
  "mol_weight_g_mol": 677.7,
  "orbital_gap_ev": [6.861, 5.513],
  "lumo_energy_ha": [-0.1165, -0.1660],
  "e_above_lowest_kj_mol": 0.0,
  "total_charge": 1,
  "spin_multiplicity": 4,
  "total_energy_ha": -2111.29408,
  "symbols": ["Re", "O", "C", "O", "C", "O", "C", "C", "O", "O", "H", "H", "H", "H", "H", "O", "C", "C", "C", "C", "C", "C", "C", "O", "N", "N", "C", "C", "C", "C", "C", "C", "C", "O", "H", "H", "H", "H", "H", "H", "H", "H", "H", "H", "C", "N", "C", "S", "N", "C", "H", "H", "H", "H", "H", "H", "H", "H"],
  "xyz": [[-0.440, -0.896, 1.167], [-0.702, -2.563, 4.977], [-0.549, -2.234, 3.731], [-1.075, -1.244, 3.222], [0.356, -3.165, 2.952], [0.096, -2.919, 1.570], [1.014, -3.475, 0.581], [1.190, -2.484, -0.575], [1.895, -2.788, -1.492], [0.511, -1.346, -0.503], [-1.251, -1.905, 5.442], [1.393, -2.917, 3.202], [0.154, -4.204, 3.210], [1.983, -3.660, 1.043], [0.591, -4.404, 0.205], [1.777, 4.042, 1.996], [2.714, 3.175, 2.407], [3.904, 3.719, 2.894], [4.920, 2.896, 3.325], [4.783, 1.507, 3.285], [3.613, 0.963, 2.811], [2.560, 1.777, 2.370], [1.332, 1.153, 1.887], [1.250, -0.174, 1.936], [0.341, 1.870, 1.444], [-0.735, 1.070, 1.057], [-1.821, 1.665, 0.650], [-3.027, 1.019, 0.254], [-4.084, 1.853, -0.163], [-5.274, 1.328, -0.599], [-5.433, -0.059, -0.632], [-4.418, -0.905, -0.235], [-3.206, -0.384, 0.206], [-2.255, -1.251, 0.576], [1.010, 3.548, 1.649], [3.999, 4.796, 2.914], [5.836, 3.336, 3.696], [5.589, 0.867, 3.617], [3.490, -0.109, 2.763], [-1.782, 2.749, 0.632], [-3.932, 2.925, -0.145], [-6.074, 1.978, -0.923], [-6.366, -0.482, -0.980], [-4.532, -1.979, -0.273], [-0.750, -0.379, -6.225], [-0.990, 0.520, -5.103], [-0.642, 0.267, -3.823], [-1.581, 0.872, -2.553], [0.459, -0.468, -3.602], [1.630, -0.522, -4.468], [-1.618, -0.349, -6.880], [-0.632, -1.402, -5.868], [0.129, -0.102, -6.807], [-1.792, 1.124, -5.170], [0.609, -0.663, -2.624], [1.626, -1.388, -5.129], [2.512, -0.587, -3.835], [1.698, 0.387, -5.064]],
  "forces_ev_per_angstrom": [[0.06, -0.06, -0.03], [0.01, 0.00, -0.01], [0.01, 0.05, -0.13], [0.02, -0.04, 0.04], [-0.03, -0.01, 0.03], [0.01, -0.07, 0.02], [0.07, 0.06, 0.04], [-0.10, 0.03, -0.14], [0.02, 0.02, 0.02], [-0.04, -0.08, 0.10], [0.00, -0.01, 0.01], [0.00, 0.00, 0.01], [-0.03, 0.01, -0.01], [0.00, 0.02, 0.01], [0.01, 0.00, 0.01], [-0.01, 0.00, 0.00], [0.00, 0.04, -0.03], [0.00, -0.03, 0.00], [0.00, 0.01, 0.01], [0.00, 0.00, 0.00], [0.01, -0.01, 0.00], [-0.05, 0.02, -0.02], [0.04, 0.00, 0.06], [0.09, 0.04, 0.01], [0.00, -0.01, -0.03], [-0.02, 0.05, -0.02], [0.01, 0.00, 0.00], [0.03, 0.02, 0.00], [-0.01, -0.01, 0.00], [0.01, 0.03, 0.00], [-0.01, -0.04, 0.00], [0.01, 0.07, 0.00], [0.00, -0.07, 0.00], [-0.09, 0.03, -0.03], [0.00, -0.01, 0.02], [0.00, 0.00, 0.00], [0.00, 0.00, 0.00], [0.00, 0.00, 0.00], [0.00, 0.00, 0.01], [-0.01, 0.00, 0.00], [0.00, 0.00, 0.00], [0.00, 0.00, 0.00], [0.00, 0.00, 0.00], [0.00, 0.00, 0.00], [0.02, -0.01, -0.01], [0.00, 0.01, 0.04], [-0.02, 0.11, -0.09], [0.05, -0.08, 0.01], [-0.05, -0.01, 0.13], [0.00, -0.02, 0.02], [0.01, 0.01, 0.00], [0.00, -0.01, 0.00], [0.00, 0.00, 0.00], [-0.01, -0.02, 0.00], [0.04, -0.01, -0.02], [-0.02, 0.00, -0.02], [0.00, 0.00, 0.00], [0.00, -0.01, 0.00]],
  "mulliken_charge": [1.936, -0.430, 0.461, -0.601, -0.379, -0.574, -0.263, 0.290, -0.563, -0.660, 0.403, 0.399, 0.492, 0.387, 0.382, -0.646, 0.426, -0.668, -0.364, -0.853, -0.385, 0.159, 1.155, -0.771, -1.253, 0.840, 0.192, 0.388, -0.881, -0.818, -0.397, -0.529, 0.576, -0.768, 0.506, 0.451, 0.389, 0.429, 0.361, 0.362, 0.401, 0.418, 0.406, 0.467, -0.968, -0.190, 0.340, -0.365, 0.119, -1.083, 0.347, 0.330, 0.290, 0.284, -0.022, 0.316, 0.335, 0.397]
}

***

{
  "formula": "C21H23N5O3S",
  "method": "wB97M-V/def2-TZVPD",
  "largest_force_ha_per_bohr": 0.0158,
  "mol_weight_g_mol": 425.5,
  "orbital_gap_ev": 8.997,
  "lumo_energy_ha": -0.0006,
  "smiles": "CCN1C(=O)[C@@H](CC(=O)NCCc2ccccc2)N(NC(=O)c2cccnc2)C1=S",
  "e_above_lowest_kj_mol": 125.1,
  "total_charge": 0,
  "total_energy_ha": -1711.79078,
  "symbols": ["C", "H", "C", "N", "C", "O", "C", "N", "C", "S", "N", "C", "O", "C", "C", "C", "C", "N", "C", "H", "H", "H", "H", "H", "C", "C", "O", "N", "H", "C", "C", "C", "C", "C", "C", "C", "C", "H", "H", "H", "H", "H", "H", "H", "H", "H", "H", "H", "H", "H", "H", "H", "H"],
  "xyz": [[-2.710, -2.519, 1.566], [-2.889, -2.528, 0.494], [-1.518, -3.411, 1.891], [-0.384, -3.066, 1.060], [0.025, -3.805, -0.026], [-0.380, -4.888, -0.339], [1.120, -2.983, -0.716], [1.235, -1.843, 0.172], [0.372, -1.939, 1.218], [0.363, -0.901, 2.488], [2.362, -1.048, 0.306], [2.750, -0.091, -0.584], [2.334, -0.017, -1.723], [3.809, 0.802, -0.047], [3.783, 1.308, 1.252], [4.795, 2.165, 1.648], [5.788, 2.486, 0.732], [5.811, 2.022, -0.506], [4.847, 1.210, -0.887], [4.892, 0.852, -1.907], [6.597, 3.154, 0.995], [4.807, 2.582, 2.643], [2.974, 1.071, 1.929], [2.654, -0.952, 1.276], [0.629, -2.583, -2.116], [-0.631, -1.738, -1.920], [-1.670, -2.229, -1.522], [-0.468, -0.433, -2.183], [0.470, -0.087, -2.348], [-1.483, 0.542, -1.860], [-1.177, 1.250, -0.532], [-2.286, 2.198, -0.179], [-3.454, 1.718, 0.402], [-4.495, 2.577, 0.702], [-4.384, 3.928, 0.422], [-3.226, 4.415, -0.160], [-2.185, 3.554, -0.459], [-1.281, 3.939, -0.912], [-3.132, 5.468, -0.380], [-5.196, 4.600, 0.656], [-5.397, 2.192, 1.156], [-3.544, 0.664, 0.622], [-1.073, 0.495, 0.251], [-0.230, 1.788, -0.621], [-2.434, 0.009, -1.786], [-1.546, 1.276, -2.668], [0.369, -3.494, -2.655], [1.401, -2.034, -2.651], [2.061, -3.540, -0.777], [-1.224, -3.303, 2.939], [-1.746, -4.456, 1.675], [-2.514, -1.497, 1.885], [-3.593, -2.881, 2.083]],
  "forces_ev_per_angstrom": [[0.09, -0.12, -0.03], [-0.07, 0.01, -0.03], [-0.39, 0.00, 0.21], [0.24, 0.26, 0.15], [0.39, -0.19, -0.13], [0.00, -0.05, -0.13], [0.16, -0.26, -0.59], [-0.06, 0.24, -0.17], [0.26, 0.27, 0.22], [-0.13, 0.22, 0.46], [-0.02, -0.47, 0.47], [-0.14, -0.19, 0.01], [0.07, 0.09, -0.17], [0.23, 0.38, 0.13], [0.10, -0.03, -0.20], [0.01, -0.02, -0.08], [-0.12, 0.07, 0.37], [0.42, 0.13, -0.34], [-0.44, -0.33, -0.01], [-0.09, -0.07, -0.08], [0.03, 0.06, 0.12], [0.01, 0.05, 0.08], [-0.09, -0.07, 0.06], [-0.09, -0.11, -0.22], [-0.18, 0.00, 0.14], [0.66, 0.07, -0.47], [-0.37, -0.23, 0.19], [0.07, 0.36, -0.26], [-0.10, -0.24, 0.05], [-0.11, 0.04, 0.16], [-0.19, -0.12, -0.22], [0.16, 0.01, 0.04], [0.01, 0.03, -0.01], [-0.09, -0.03, 0.03], [-0.07, 0.08, 0.02], [-0.03, 0.11, -0.02], [-0.01, -0.03, 0.01], [0.11, 0.03, -0.04], [0.00, 0.08, -0.01], [-0.06, 0.05, 0.02], [-0.07, -0.03, 0.04], [0.01, -0.15, 0.03], [0.08, -0.01, 0.00], [0.03, -0.02, 0.06], [0.07, 0.14, -0.07], [-0.08, -0.05, 0.04], [-0.02, 0.03, 0.00], [-0.01, -0.08, 0.05], [-0.15, 0.01, 0.11], [0.01, -0.09, -0.15], [0.10, 0.10, 0.05], [-0.01, 0.08, 0.01], [-0.11, -0.02, 0.09]],
  "nbo_charge": [-0.630, 0.245, -0.218, -0.460, 0.718, -0.546, -0.125, -0.272, 0.292, -0.198, -0.440, 0.684, -0.632, -0.195, -0.157, -0.252, 0.056, -0.408, 0.082, 0.209, 0.199, 0.227, 0.233, 0.419, -0.498, 0.681, -0.655, -0.613, 0.430, -0.219, -0.453, 0.079, -0.243, -0.201, -0.221, -0.203, -0.247, 0.207, 0.211, 0.212, 0.212, 0.213, 0.221, 0.205, 0.230, 0.199, 0.252, 0.242, 0.241, 0.220, 0.235, 0.214, 0.215]
}

***

{
  "formula": "C21H23N5O3S",
  "method": "wB97M-V/def2-TZVPD",
  "largest_force_ha_per_bohr": 0.0202,
  "mol_weight_g_mol": 425.5,
  "orbital_gap_ev": 8.729,
  "lumo_energy_ha": 0.0177,
  "smiles": "O=S(=O)(c1ccc(N2CCOCC2)nc1)N(Cc1ccccn1)Cc1ccccn1",
  "e_above_lowest_kj_mol": 348.6,
  "total_charge": 0,
  "total_energy_ha": -1711.70566,
  "symbols": ["O", "S", "O", "N", "C", "C", "N", "C", "C", "C", "C", "H", "H", "H", "H", "H", "H", "C", "C", "N", "C", "C", "C", "C", "H", "H", "H", "H", "H", "H", "C", "C", "N", "C", "N", "C", "H", "H", "C", "H", "O", "C", "H", "C", "H", "H", "H", "H", "C", "C", "H", "H", "H"],
  "xyz": [[1.454, 3.264, 1.119], [1.461, 2.389, -0.020], [2.013, 2.880, -1.251], [2.261, 0.947, 0.324], [1.846, 0.366, 1.584], [0.673, -0.557, 1.398], [-0.242, -0.559, 2.357], [-1.274, -1.377, 2.249], [-1.455, -2.241, 1.181], [-0.506, -2.233, 0.170], [0.577, -1.380, 0.278], [1.343, -1.341, -0.480], [-0.605, -2.888, -0.685], [-2.303, -2.908, 1.147], [-1.984, -1.333, 3.064], [2.682, -0.211, 1.994], [1.579, 1.150, 2.301], [3.688, 0.943, 0.053], [4.092, -0.458, -0.314], [4.545, -1.223, 0.670], [4.851, -2.482, 0.406], [4.720, -3.051, -0.850], [4.243, -2.255, -1.881], [3.920, -0.937, -1.611], [3.544, -0.279, -2.379], [4.125, -2.658, -2.877], [4.985, -4.084, -1.018], [5.218, -3.056, 1.247], [3.841, 1.629, -0.781], [4.264, 1.283, 0.922], [-0.180, 1.789, -0.312], [-1.191, 1.932, 0.618], [-2.407, 1.464, 0.432], [-2.701, 0.820, -0.709], [-3.992, 0.429, -0.845], [-4.476, -0.518, -1.822], [-3.792, -0.618, -2.660], [-5.441, -0.157, -2.196], [-4.682, -1.879, -1.141], [-5.128, -2.597, -1.831], [-5.573, -1.773, -0.057], [-5.120, -0.836, 0.899], [-5.888, -0.802, 1.673], [-4.912, 0.545, 0.270], [-4.493, 1.239, 0.996], [-5.866, 0.923, -0.111], [-4.170, -1.173, 1.338], [-3.706, -2.255, -0.796], [-1.725, 0.635, -1.714], [-0.462, 1.129, -1.502], [0.319, 1.030, -2.240], [-1.955, 0.132, -2.638], [-1.009, 2.444, 1.552]],
  "forces_ev_per_angstrom": [[-0.18, -0.17, 0.11], [-0.27, -0.31, -0.14], [0.03, -0.20, -0.15], [-0.44, 0.87, -0.35], [-0.22, -0.12, 0.43], [-0.09, -0.39, -0.13], [0.29, 0.35, 0.33], [-0.25, -0.30, -0.03], [0.04, -0.01, 0.00], [0.05, 0.02, 0.12], [-0.03, -0.08, 0.17], [0.06, 0.01, -0.12], [0.00, -0.04, -0.06], [-0.09, -0.02, 0.02], [-0.14, -0.07, 0.02], [-0.05, 0.14, -0.05], [0.07, -0.21, 0.07], [0.30, 0.23, -0.17], [-0.02, 0.04, -0.23], [0.03, 0.35, 0.35], [0.08, -0.38, -0.11], [-0.03, 0.07, -0.01], [-0.01, 0.05, 0.06], [0.08, -0.05, 0.10], [-0.05, 0.08, -0.10], [0.00, -0.01, -0.06], [0.03, -0.08, 0.01], [0.03, -0.13, 0.00], [0.20, -0.10, 0.06], [-0.01, -0.06, -0.12], [0.61, 0.38, 0.10], [0.35, 0.18, 0.00], [-0.27, -0.14, -0.05], [0.36, 0.35, 0.09], [-0.24, -0.03, -0.01], [-0.01, -0.42, 0.00], [-0.04, 0.03, -0.01], [0.09, -0.05, -0.05], [0.08, 0.13, -0.34], [0.10, 0.03, -0.01], [-0.13, -0.09, -0.02], [0.01, 0.39, 0.08], [0.09, 0.04, 0.02], [-0.18, -0.20, 0.39], [-0.19, -0.06, -0.05], [0.02, 0.00, 0.05], [-0.06, 0.02, -0.01], [-0.05, 0.01, -0.05], [0.16, 0.01, -0.06], [-0.23, 0.01, 0.00], [0.04, -0.09, -0.17], [-0.01, -0.02, -0.06], [0.09, 0.05, 0.12]],
  "nbo_charge": [-0.938, 2.333, -0.947, -0.676, -0.321, 0.307, -0.461, 0.042, -0.285, -0.158, -0.284, 0.228, 0.213, 0.218, 0.194, 0.251, 0.239, -0.263, 0.204, -0.437, 0.045, -0.260, -0.166, -0.250, 0.225, 0.219, 0.222, 0.196, 0.247, 0.208, -0.469, 0.127, -0.504, 0.429, -0.402, -0.239, 0.211, 0.205, -0.077, 0.197, -0.523, -0.081, 0.199, -0.259, 0.260, 0.197, 0.168, 0.162, -0.318, -0.104, 0.237, 0.216, 0.222]
}